{
  "formula": "C6H9N",
  "method": "wB97M-V/def2-TZVPD",
  "species": ["C", "C", "C", "C", "C", "C", "N", "H", "H", "H", "H", "H", "H", "H", "H", "H"],
  "positions_angstrom": [[1.50988, 1.30689, -0.32828], [0.64394, -0.41970, 0.76639], [-0.70803, -0.98619, 0.87792], [-1.10597, -1.33464, -0.52556], [-0.50262, 0.06628, -0.86901], [-0.85360, 0.48169, 0.60466], [0.94717, -0.03800, -0.57202], [2.50820, 1.19484, 0.11387], [1.54522, 1.94064, -1.20902], [1.52587, -0.65546, 1.37687], [-0.95843, -1.36989, 1.86159], [-0.66598, -2.22844, -0.97225], [-2.19695, -1.31669, -0.58991], [-0.74803, 0.57205, -1.80906], [0.84586, 1.77272, 0.41914], [-1.78653, 1.01388, 0.85466]],
  "forces_ev_per_a": [[0.171, 0.226, -0.359], [-0.187, 0.387, 0.680], [-0.078, -0.585, 0.136], [-0.043, -0.287, -0.321], [-0.101, 0.077, -0.280], [-0.098, -0.357, 0.270], [-0.027, -0.007, 0.063], [-0.183, 0.111, -0.242], [0.208, -0.231, -0.376], [-0.781, 0.695, 0.522], [-0.255, -0.512, -0.300], [-0.092, 0.032, -0.277], [0.118, -0.044, -0.303], [0.005, 0.030, 0.401], [0.446, 0.343, -0.358], [0.895, 0.122, 0.743]],
  "nbo_charge": [-0.438, 0.032, -0.294, -0.385, -0.087, -0.310, -0.425, 0.200, 0.197, 0.231, 0.223, 0.203, 0.209, 0.212, 0.205, 0.229],
  "energy_ev": -7853.102,
  "e_above_lowest_kcal_mol": 116.6,
  "fmax_ev_per_a": 1.17,
  "e_homo_ev": -8.07
}